Entry 1:
98
Properties=species:S:1:pos:R:3:forces:R:3 method="wB97M-V/def2-TZVPD" homo_lumo_gap_ev=0.866 total_charge=-2 homo_ha=-0.009 fmax_ev_per_a=3.81 e_tot_ha=-16327.18259
C 3.2076 2.6447 2.4975 -0.69 -0.59 -0.60
C 2.7862 2.9950 1.4209 0.56 0.34 -0.04
C 2.1054 3.5932 0.2560 -0.54 -0.50 0.66
C 0.6587 3.6925 0.7165 0.71 0.10 -0.22
C 0.3361 4.5824 1.6345 -0.77 -0.39 -0.03
C -1.0530 4.6352 2.1504 0.16 0.17 -0.10
O -1.5117 5.7199 2.4414 -0.04 0.14 0.44
C -1.7678 3.3291 2.2037 0.02 -0.21 -0.06
C -2.7058 2.9983 3.1847 -0.13 0.30 -0.44
C -3.1027 3.9672 4.2690 0.20 -0.76 0.13
O -3.6903 5.1934 3.7696 0.09 -0.17 0.40
C -4.9875 5.2918 3.9999 0.34 0.77 -0.73
F -5.7005 4.3131 3.4112 -0.07 -0.39 0.68
F -5.3255 5.3448 5.2943 -0.15 -0.38 0.32
F -5.4082 6.4459 3.4557 -0.15 0.17 -0.07
C -3.2718 1.7201 3.1342 -0.66 -0.07 0.29
C -4.2582 1.1996 4.1609 0.70 -0.34 -0.08
C -2.9563 0.8385 2.1197 0.24 0.25 -0.15
C -2.0396 1.1485 1.1262 -0.54 0.02 -0.17
C -1.7504 0.1037 0.0939 0.16 0.09 -0.34
C -1.4433 2.4024 1.1958 0.22 0.04 -0.34
C -0.4016 2.7712 0.2030 -0.09 0.20 0.38
O -0.3772 2.4198 -0.9531 0.23 -0.10 -0.29
H 3.2900 2.1828 3.4795 0.41 0.38 0.51
H 2.1574 2.9785 -0.6381 0.24 0.10 -0.14
H 2.4875 4.6009 0.0963 0.11 -0.02 -0.46
H 1.0739 5.2522 2.0387 -2.18 -0.27 -1.71
H -2.2479 4.1702 4.9108 0.06 0.62 -0.16
H -3.8346 3.4932 4.9097 -0.03 -0.02 0.08
H -4.1606 1.6823 5.1262 -0.28 0.09 0.07
H -3.9826 0.1595 4.3338 -0.13 -0.11 0.03
H -5.2807 1.2199 3.7888 -0.12 0.20 0.10
H -3.4085 -0.1420 2.0854 -0.01 -0.09 0.15
H -2.5389 -0.6445 0.0776 -0.03 -0.08 0.20
H -0.8197 -0.3845 0.3855 0.01 -0.12 0.04
H -1.6352 0.5053 -0.9064 -0.04 0.13 -0.03
K 2.4179 5.5565 3.1777 2.37 -0.28 2.98
C 1.9892 -2.2512 0.5768 -0.07 -0.05 0.03
Cl 0.7697 -3.0246 1.5895 0.62 -1.37 -0.88
Cl 3.1311 -1.2752 1.5195 0.04 -0.04 -0.08
H 2.5493 -3.0165 0.0563 0.03 0.00 0.01
H 1.4901 -1.6071 -0.1377 -0.02 0.08 0.08
C 7.2308 5.7183 5.3174 -0.09 -0.03 -0.19
Br 8.8497 5.1967 6.2252 0.03 0.02 0.04
Br 6.2998 4.2078 4.5813 -0.27 -0.08 0.21
Br 6.0757 6.7535 6.4532 -0.01 -0.03 0.01
H 7.5242 6.3533 4.4954 0.07 0.04 0.04
O 9.3830 2.4410 3.6800 0.07 0.03 0.00
H 8.5657 2.9398 3.8022 -0.04 -0.02 -0.02
H 9.4365 1.8939 4.4690 -0.04 -0.02 0.00
Br -0.2375 -0.7351 3.0018 -0.61 1.18 0.95
C 3.0678 3.0579 6.4565 0.27 0.50 -1.09
O 3.2922 2.5396 7.5790 -0.06 -0.03 -0.05
O 3.3850 2.4802 5.3271 0.32 -0.23 0.11
O 2.5507 4.2468 6.3290 -0.24 0.62 -0.02
C -4.5210 -4.2693 -0.6597 0.02 0.11 -0.16
C -3.5060 -3.7705 0.3605 -0.39 -0.30 0.23
C -3.0943 -4.8795 1.3171 0.18 0.09 0.12
O -4.0604 -2.6747 1.0873 0.12 0.16 -0.20
H -5.4306 -4.6147 -0.1581 0.05 -0.08 0.05
H -4.8100 -3.4635 -1.3358 0.05 0.01 -0.02
H -4.1168 -5.0929 -1.2513 -0.02 -0.02 0.01
H -2.6247 -3.3878 -0.1546 0.00 0.15 0.10
H -3.9612 -5.2452 1.8780 -0.06 -0.03 -0.10
H -2.3720 -4.5070 2.0434 0.04 0.05 -0.07
H -2.6479 -5.7189 0.7810 -0.01 -0.01 0.00
H -4.8402 -2.9957 1.5515 0.02 -0.03 0.06
O 2.8537 -2.3884 -2.6488 -0.17 0.02 -0.05
C 3.0764 -3.5266 -2.9266 0.32 0.17 0.11
O 2.2890 -4.5517 -2.5075 -0.04 -0.05 -0.08
C 2.8622 -5.8077 -2.8966 0.10 -0.11 -0.06
C 3.7810 -5.4822 -4.0681 0.10 -0.01 -0.04
C 4.2483 -4.0720 -3.7236 -0.28 -0.36 -0.24
H 3.4061 -6.2193 -2.0427 0.01 0.03 0.01
H 2.0641 -6.4956 -3.1669 -0.12 0.09 0.09
H 4.5895 -6.2012 -4.1921 -0.01 -0.02 0.07
H 3.2084 -5.4582 -4.9955 0.00 0.01 -0.01
H 5.1313 -4.0771 -3.0824 0.00 0.10 0.00
H 4.4285 -3.4690 -4.6090 0.08 0.15 0.11
C 1.4085 -3.0663 -7.6076 0.00 0.05 0.02
C 0.2191 -3.1064 -8.2449 0.21 0.31 0.33
C -0.1490 -4.2148 -9.1631 -0.18 -0.32 -0.29
O -1.2615 -4.1887 -9.6944 0.18 0.19 0.17
C 0.8241 -5.2575 -9.3828 0.02 -0.06 -0.03
C 2.0120 -5.2138 -8.7480 -0.19 -0.33 -0.33
C 2.3686 -4.1192 -7.8117 0.17 0.36 0.32
O 3.4738 -4.1695 -7.2603 -0.15 -0.19 -0.20
O 2.9549 -6.1485 -8.9120 0.02 0.12 0.10
O -0.7086 -2.1597 -8.0975 -0.02 -0.14 -0.12
H 1.6769 -2.2616 -6.9368 -0.06 0.01 0.01
H 0.5620 -6.0553 -10.0638 0.04 -0.02 0.02
H 3.6918 -5.8623 -8.3377 0.02 0.03 0.04
H -1.4536 -2.4425 -8.6615 -0.04 -0.02 0.00
C -7.5528 4.5489 -0.3240 0.06 0.06 0.06
Cl -6.5548 5.0844 -1.6821 -0.01 0.00 -0.02
Cl -7.5984 2.7836 -0.2943 -0.01 -0.01 -0.01
Cl -6.8768 5.1457 1.1823 -0.23 0.01 -0.47
Cl -9.2029 5.1730 -0.5320 -0.02 0.00 -0.02

***

Entry 2:
76
Properties=species:S:1:pos:R:3:forces:R:3 method="wB97M-V/def2-TZVPD" homo_lumo_gap_ev="6.549 / 8.000" total_charge=+1 homo_ha="-0.359 / -0.416" fmax_ev_per_a=0.50 spin_multiplicity=5 e_tot_ha=-3321.61861
Co 0.8523 0.6380 1.4603 -0.20 -0.21 -0.33
C -0.5404 -1.4653 -1.7013 0.00 0.01 -0.09
C -0.7067 -2.5670 -0.6924 0.02 -0.06 0.00
C -0.5726 -3.8851 -1.1208 -0.01 0.01 0.00
C -0.7984 -4.9515 -0.2654 0.01 -0.01 -0.01
C -1.1759 -4.7150 1.0473 0.00 0.00 0.00
C -1.3093 -3.4106 1.4943 0.02 -0.02 0.02
C -1.0624 -2.3325 0.6439 -0.08 -0.06 0.00
P -1.2336 -0.6320 1.2778 0.30 0.19 0.00
C -2.6480 0.0458 0.3569 -0.07 0.03 -0.06
C -3.6167 -0.8775 -0.0547 0.01 -0.01 -0.02
C -4.7501 -0.4737 -0.7337 -0.02 0.02 -0.01
C -4.9277 0.8749 -1.0134 -0.05 -0.03 -0.02
C -3.9779 1.7936 -0.6080 0.04 0.00 -0.01
C -2.8264 1.4115 0.0841 -0.03 -0.05 0.02
C -1.8930 2.5021 0.5256 -0.09 0.06 -0.11
C -1.7810 -0.7631 2.9988 -0.06 0.02 0.00
C -3.0321 -0.2972 3.3625 -0.01 0.01 -0.02
C -3.4095 -0.2218 4.6991 -0.05 0.02 0.02
C -2.5183 -0.6046 5.6955 0.08 -0.03 0.02
C -1.2681 -1.0746 5.3568 -0.07 0.02 0.08
C -0.8592 -1.1824 4.0058 0.23 -0.04 0.01
C 0.4152 -1.6977 3.7198 -0.11 0.04 0.06
H 0.2144 -1.7306 -2.4438 -0.03 0.01 0.01
H -0.2577 -0.5186 -1.2498 0.05 0.12 0.08
H -1.4810 -1.2844 -2.2294 0.02 -0.02 0.01
H -0.2970 -4.0731 -2.1529 -0.01 0.00 0.04
H -0.6886 -5.9656 -0.6282 0.00 0.02 0.01
H -1.3688 -5.5387 1.7221 0.00 0.01 -0.02
H -1.6125 -3.2293 2.5171 0.00 -0.02 -0.03
H -3.4797 -1.9308 0.1597 0.00 0.03 0.00
H -5.4866 -1.2049 -1.0404 0.01 0.02 0.00
H -5.8081 1.2106 -1.5472 0.02 -0.01 0.01
H -4.1240 2.8460 -0.8256 0.01 -0.04 0.01
H -1.9333 3.3345 -0.1779 -0.06 0.02 0.05
H -0.8579 2.1836 0.5632 0.23 -0.12 0.02
H -2.1383 2.8642 1.5227 -0.02 -0.03 -0.02
H -3.7264 0.0374 2.6026 0.02 -0.01 0.01
H -4.3908 0.1540 4.9558 0.01 -0.01 0.01
H -2.8013 -0.5356 6.7380 -0.01 0.01 -0.03
H -0.5752 -1.3833 6.1315 -0.02 0.01 -0.04
H 0.7523 -1.9094 2.7151 -0.01 0.00 0.00
H 1.0845 -1.9604 4.5288 -0.03 0.01 -0.03
C 4.9175 0.2774 3.1705 -0.12 -0.08 -0.05
C 3.7221 -0.0061 2.3927 0.30 -0.06 0.13
N 2.7852 -0.2484 1.7827 -0.39 0.16 -0.17
H 5.3958 1.1771 2.7900 0.01 0.02 0.00
H 5.5998 -0.5672 3.0899 0.03 0.02 0.03
H 4.6330 0.4243 4.2109 0.02 0.01 0.01
C 2.8532 2.1176 -6.7560 -0.01 -0.01 -0.02
C 2.6217 1.7842 -5.3123 0.03 0.02 -0.07
C 1.4945 2.2455 -4.6471 -0.04 -0.06 0.04
C 1.2611 1.9742 -3.3065 0.04 -0.03 -0.04
C -0.0090 2.5307 -2.7183 0.07 0.05 -0.07
C 2.2257 1.2032 -2.6075 0.00 0.06 0.13
C 2.1351 0.8928 -1.2042 -0.05 0.07 -0.09
O 1.2720 1.3063 -0.4175 -0.14 0.06 0.11
C 3.3736 0.7051 -3.2814 0.00 0.02 -0.05
C 4.4229 -0.1375 -2.5973 0.04 -0.04 0.01
C 3.5468 1.0067 -4.6154 0.00 -0.01 0.01
H 1.9486 2.4936 -7.2308 0.01 0.00 0.01
H 3.2001 1.2430 -7.3070 0.00 0.01 0.01
H 3.6254 2.8849 -6.8469 -0.01 -0.01 0.02
H 0.7620 2.8303 -5.1930 0.02 -0.02 0.01
H -0.7889 2.5182 -3.4805 0.03 0.04 0.02
H 0.1429 3.5733 -2.4239 0.02 -0.05 0.04
H -0.3630 2.0004 -1.8471 -0.03 -0.15 0.10
H 2.9088 0.2327 -0.7987 -0.01 -0.03 -0.03
H 4.9335 0.4090 -1.8014 -0.02 0.00 -0.03
H 5.1782 -0.4393 -3.3200 -0.01 0.01 0.01
H 4.0060 -1.0491 -2.1643 0.00 0.02 -0.02
H 4.4199 0.6307 -5.1368 -0.02 0.01 0.02
O -1.0758 2.4231 3.4869 0.28 -0.23 0.18
C 0.0576 2.1415 3.8148 -0.10 0.10 -0.41
O 0.9772 1.6137 3.0422 0.06 0.16 0.48
H 0.4320 2.3287 4.8332 -0.04 0.03 0.03